This record from the OMol25 dataset describes C14H26Br6InO3 as an isolated structure. The level of theory is the ωB97M-V functional and the def2-TZVPD basis.

Structure (XYZ):
```
50
Properties=species:S:1:pos:R:3:forces:R:3
C -3.858087 1.513594 4.742702 0.2 -0.6 -1.3
C -3.210021 0.977904 3.571845 -0.3 -1.2 2.8
In -1.375715 1.800266 2.547912 0.4 -0.5 0.5
C -0.417647 3.572042 3.569904 3.0 0.6 0.4
C 0.762805 3.027450 4.514598 -3.0 0.4 2.4
O 0.507832 2.734710 5.725234 1.4 0.7 -3.6
C 0.166569 0.147173 2.483107 1.2 -0.8 0.1
C 0.601681 -0.356060 1.013166 -0.2 0.4 0.5
C -0.181500 0.323852 -0.202343 0.4 -0.5 -1.1
C 0.397375 1.793869 -0.577987 -0.1 1.5 4.4
O 1.222231 2.399695 0.159837 -3.3 -2.1 -3.4
O -0.117117 2.423653 -1.773694 -2.9 0.5 3.8
H -3.484281 1.305114 5.806702 0.6 2.0 -1.6
H -4.806726 2.141066 4.650840 0.1 -2.1 0.4
H -3.674004 0.018937 3.113530 -0.7 2.7 -0.9
H -1.920655 2.358367 0.901796 -0.1 -0.1 0.6
H -1.127571 4.271571 4.118376 1.0 -1.1 -0.4
H 0.131298 4.167263 2.742395 -1.0 -0.9 1.0
H 1.844599 2.905628 4.131009 -1.5 0.1 0.1
H -0.211125 -0.751583 3.106059 0.4 1.3 -1.0
H 1.129930 0.490183 3.022941 -1.5 -0.4 -0.7
H 1.715036 -0.098413 0.870929 -1.6 -0.7 0.0
H 0.408478 -1.489658 0.984732 0.6 1.9 -0.4
H 0.021600 -0.317227 -1.141731 -0.4 1.0 1.4
H -1.320792 0.332850 -0.087770 1.6 0.3 0.1
H -0.925298 1.907534 -2.028620 0.9 0.5 0.3
Br 3.064433 -2.825460 2.648434 -0.1 0.0 0.0
C 1.710493 -3.729280 3.718070 0.3 0.0 0.0
C 0.949192 -4.739830 2.895984 -0.3 0.0 0.1
Br -0.353524 -3.869156 1.738066 0.0 -0.3 0.0
H 1.073665 -2.954856 4.146671 0.0 -0.1 -0.2
H 2.263514 -4.223314 4.518215 -0.1 0.0 -0.1
H 0.361448 -5.395712 3.540591 0.1 0.1 0.0
H 1.590040 -5.346404 2.256484 0.0 0.2 0.1
Br 1.621226 1.236267 -2.435469 4.1 -2.2 -4.6
C 2.451483 0.440229 -4.016087 0.7 -0.3 0.8
C 2.781213 1.491716 -5.044968 0.0 -0.1 -0.2
Br 1.183032 2.068733 -6.002536 0.0 0.0 0.1
H 1.766474 -0.324041 -4.384805 0.1 0.2 0.0
H 3.362638 -0.039960 -3.652669 0.1 0.0 -0.3
H 3.440335 1.084237 -5.813529 -0.1 0.0 0.1
H 3.237283 2.385225 -4.618811 -0.1 -0.2 0.0
Br -2.023980 -0.189064 -4.004501 -0.1 -0.1 -0.1
C -2.121917 -1.768834 -5.140156 0.1 0.0 0.3
C -1.036794 -1.758770 -6.189151 -0.1 -0.1 -0.3
Br -1.463641 -0.528112 -7.638776 0.1 0.0 0.1
H -3.126917 -1.796593 -5.560741 0.2 0.0 0.0
H -1.992949 -2.613734 -4.462206 0.0 0.1 -0.1
H -0.953505 -2.737559 -6.664531 0.0 0.1 0.1
H -0.062142 -1.465514 -5.799046 -0.2 0.0 0.0
```
Positions in Å, forces in eV/Å.

Its net charge is -1. Its HOMO energy is -3.02 eV. The HOMO-LUMO gap is 4.88 eV. The multiplicity is 1.

***

This record from the OMol25 dataset describes C14H26CdO8S4 as an isolated structure. The level of theory is the ωB97M-V functional and the def2-TZVPD basis.

Structure (XYZ):
```
53
Properties=species:S:1:pos:R:3:forces:R:3
Cd 10.774765 21.080729 15.427356 0.6 0.3 -1.3
C 10.198628 19.407228 11.659885 0.7 2.4 4.7
C 10.841185 18.365037 11.073194 -1.3 -2.2 -6.1
C 11.758553 17.490464 11.909917 2.0 -5.9 -2.9
O 12.207138 16.318076 11.447739 -2.0 4.7 1.1
C 12.192012 17.801297 13.188063 -1.5 3.7 3.5
C 11.655586 18.987038 13.887749 1.6 -1.6 -3.1
C 10.491748 19.726839 13.096292 -0.4 -2.8 -2.9
O 9.740270 20.373527 13.848008 -2.1 0.2 -2.2
O 12.058532 19.559311 14.957600 1.2 -3.1 -1.1
O 10.492717 18.076633 9.798234 2.1 0.5 5.0
H 9.430061 19.923367 11.103718 -0.1 0.1 0.2
H 12.822979 17.080858 13.687317 0.2 0.2 0.0
C 13.363022 22.068515 11.921618 0.4 -0.1 -0.5
S 12.512914 23.202979 13.101650 0.4 -1.7 0.2
O 11.764136 22.253235 14.070894 2.9 3.6 -3.3
C 14.035545 23.908118 13.885153 -0.6 0.2 0.0
H 13.505187 22.409769 10.896226 -0.5 1.0 0.1
H 12.765517 21.169986 11.767502 -0.2 -0.1 0.7
H 14.392705 21.842957 12.199059 -0.3 -0.2 0.7
H 13.728562 24.794168 14.440830 -0.2 -0.2 0.2
H 14.692666 24.297760 13.107674 -0.1 -0.4 -0.2
H 14.556152 23.213679 14.544565 -0.2 -0.2 -0.2
C 10.197578 17.047969 16.585231 0.0 1.2 -0.6
S 9.949991 18.636651 17.573343 -0.2 -1.4 -0.6
O 9.955901 19.858590 16.670945 -2.6 -4.3 4.1
C 8.184815 18.259213 17.869096 0.9 0.3 0.1
H 9.658797 16.224039 17.053156 0.3 0.2 0.3
H 11.237264 16.829594 16.341392 0.0 0.1 0.5
H 9.733191 17.244633 15.618917 -0.2 0.1 -0.1
H 8.069979 17.424450 18.560532 0.3 0.1 0.2
H 7.731192 17.966704 16.922129 -0.2 0.6 0.0
H 7.879423 19.195941 18.335332 -0.7 -0.2 -0.3
C 8.904314 23.648069 13.304095 0.9 -0.7 0.2
S 8.659849 23.657847 15.099682 -0.2 0.2 1.0
O 9.556182 22.590634 15.739292 -3.3 4.3 -0.1
C 9.480309 25.265619 15.546823 0.4 -0.5 0.0
H 9.989597 23.691333 13.212474 -0.2 0.6 -0.5
H 8.311885 24.369512 12.741387 0.3 0.4 0.5
H 8.657808 22.674079 12.881403 -0.3 -0.3 0.6
H 9.725873 25.294465 16.608402 -0.4 -0.6 0.1
H 8.881157 26.160877 15.380617 -0.1 -0.3 -0.6
H 10.454769 25.285683 15.058841 -0.1 0.2 -0.4
C 13.408210 20.210411 18.425221 1.8 -0.1 -0.4
S 12.759783 21.889429 18.117252 -1.4 -2.1 -1.0
O 12.084642 21.790601 16.729288 3.4 2.1 5.0
C 11.528880 21.705705 19.451701 -0.7 0.6 0.7
H 13.666544 19.731382 17.480823 -0.4 0.3 -0.4
H 12.923068 19.455924 19.044476 -0.7 0.6 0.0
H 14.391821 20.413364 18.848795 0.1 -0.1 0.4
H 11.152388 22.679154 19.765941 -0.2 0.1 -0.5
H 11.926731 21.305424 20.384220 0.8 -0.1 -0.3
H 10.704248 21.029992 19.224814 0.1 0.2 -0.6
```
Positions in Å, forces in eV/Å.

The value obtained for the relative energy (zero: lowest compared OMol25 entry of this formula, charge and spin) is 123.5 kcal per mole. Its HOMO energy is -6.00 eV. The HOMO-LUMO gap is 5.74 eV. The multiplicity is 1.

***

This record from the OMol25 dataset describes a 5-piece molecular cluster, C14H26Cl8O3 overall. The level of theory is the ωB97M-V functional and the def2-TZVPD basis.

Structure (XYZ):
```
51
Properties=species:S:1:pos:R:3:forces:R:3
C -0.687175 -0.619787 3.370207 0.8 0.1 -0.5
C -0.582687 -0.283470 1.734903 0.2 -1.1 1.2
C 0.288464 -1.507101 1.083631 -0.5 -0.6 -0.1
C 0.089331 1.202550 1.625648 -0.6 0.0 -0.1
C -1.138954 2.314090 1.775003 0.2 -0.1 0.4
C 1.045935 1.460235 0.324552 1.2 1.3 0.5
O 0.328811 1.826577 -0.915733 1.3 0.2 -0.6
C 1.238478 1.758311 -2.070897 0.4 -0.6 -0.5
C 2.688897 2.546746 -2.016406 0.1 0.0 -1.1
C 3.146981 2.174300 -3.580040 -1.5 -0.6 1.4
O 1.953310 2.617449 -4.372074 -2.2 -1.0 3.0
C 0.745902 2.356276 -3.526382 -4.7 1.8 -1.9
O -0.496063 2.630675 -3.935000 8.4 -1.9 2.5
H -0.762812 0.408239 3.944570 0.0 -2.2 -0.9
H -1.577622 -1.347464 3.620918 2.0 1.6 -0.5
H 0.340065 -1.143402 3.657971 -2.2 1.2 -0.4
H -1.696788 -0.355569 1.343837 2.5 0.5 0.4
H -0.300332 -2.520013 1.282394 1.2 2.1 -0.3
H 1.347263 -1.641884 1.605062 -2.2 0.5 -1.2
H 0.397005 -1.434003 -0.091100 -0.2 0.1 2.5
H 0.765299 1.352355 2.595301 -1.1 -0.5 -2.3
H -0.926141 2.957707 2.732290 -0.6 -1.1 -1.9
H -2.153508 1.720906 1.940762 2.1 1.4 -0.4
H -1.234102 3.033851 0.856164 0.2 -1.6 1.7
H 1.720054 2.408145 0.593188 -1.3 -2.0 -0.4
H 1.798032 0.601282 0.069739 -1.5 1.2 0.7
H 1.296847 0.584524 -2.263825 0.7 2.3 0.2
H 3.467236 2.215500 -1.186287 -1.8 0.6 -1.9
H 2.492791 3.723509 -1.991540 0.4 -2.6 0.2
H 4.105939 2.689356 -4.011143 -2.0 -1.2 0.9
H 3.079534 0.994971 -3.604473 1.0 2.5 -0.3
Cl -3.771884 -1.453856 2.500748 -0.3 -0.2 0.0
C -4.235525 -0.233813 3.693028 0.2 0.3 0.4
Cl -5.837332 -0.572383 4.359666 0.1 0.0 0.3
H -3.504628 -0.234449 4.505313 -0.2 -0.2 -0.2
H -4.250757 0.746762 3.211114 -0.1 -0.3 0.1
Cl 4.559477 -0.471123 -2.085517 0.2 -0.1 0.1
C 3.866006 -2.071031 -2.376016 0.2 -0.2 -0.2
Cl 2.598673 -2.438117 -1.199609 0.1 -0.1 -0.2
H 3.436928 -2.095670 -3.380659 0.0 0.1 0.3
H 4.656006 -2.821445 -2.293673 -0.4 0.5 0.1
Cl 5.069344 -5.006496 -2.881005 0.3 -0.5 -0.2
C 3.476162 -5.770790 -2.932219 -0.4 -0.1 -0.2
Cl 2.909413 -6.169545 -1.305993 0.0 0.0 -0.1
H 2.766325 -5.082681 -3.397685 0.2 -0.1 0.2
H 3.540761 -6.688720 -3.521482 0.1 0.2 0.2
Cl -7.409600 2.548569 2.632430 -0.1 0.1 0.0
C -7.304206 1.536852 1.186637 -0.2 0.0 -0.3
Cl -5.954162 0.401535 1.301792 -0.4 0.2 -0.7
H -8.234357 0.973813 1.077894 0.3 0.1 0.1
H -7.156633 2.177727 0.313995 0.1 -0.1 0.3
```
Positions in Å, forces in eV/Å.

Its HOMO energy is -9.99 eV. The HOMO-LUMO gap is 10.41 eV. As for the SMILES: CC(C)[C@H](C)CO[C@@H]1CCOC1=O.ClCCl.ClCCl.ClCCl.ClCCl. The multiplicity is 1.

***

This record from the OMol25 dataset describes C14H26EuNP as an isolated structure. The level of theory is the ωB97M-V functional and the def2-TZVPD basis.

Structure (XYZ):
```
43
Properties=species:S:1:pos:R:3:forces:R:3
C 2.597664 -1.655761 1.978858 0.1 -0.2 0.0
C 2.367047 -0.285665 2.072174 -0.5 0.6 -0.1
C 1.282794 0.295116 1.372728 1.2 -1.6 0.1
C 0.584818 -0.523941 0.489520 -0.8 0.4 0.0
C 0.691305 -1.908344 0.532096 1.2 -0.5 0.5
C 1.745670 -2.495972 1.253449 -0.4 0.4 -0.4
C 0.916358 1.743910 1.646152 -0.3 0.7 0.0
C 0.202250 2.623228 0.558934 -0.6 1.0 -0.7
N 0.885206 2.735419 -0.679110 0.7 1.0 0.1
Eu -1.436164 0.541195 0.964271 -1.9 -0.9 0.3
C -0.360176 -2.719125 -0.197216 -0.5 0.5 -0.5
P -1.321500 -1.445801 -1.201119 0.6 -0.7 0.3
H 3.020606 0.374158 2.653214 -0.1 -0.4 0.0
H 1.889580 -3.579625 1.193482 0.1 0.3 0.3
H 3.446531 -2.089255 2.496197 0.0 0.1 0.0
H -1.089164 -3.217623 0.477377 0.6 0.3 -0.2
H 0.061910 -3.469830 -0.890439 -0.2 0.2 0.3
H 0.335215 1.847315 2.594167 0.1 -0.2 -0.4
H 1.853660 2.269436 1.893866 -0.4 0.1 -0.3
H -0.900146 2.501991 0.168519 1.1 -0.1 1.4
C -2.530487 -2.538818 -2.020360 -0.1 -0.1 -0.2
C -0.120954 -1.238205 -2.570814 -0.1 0.2 -0.3
H 0.083761 3.635586 1.002931 0.4 -0.3 0.0
C 1.869022 1.869160 -1.234639 0.5 -0.4 -0.5
C 0.542676 3.898411 -1.446279 -0.2 0.0 -0.1
H -3.902978 0.766621 -0.037199 1.3 1.7 -1.2
H 2.449990 2.494988 -1.924757 0.1 -0.3 0.1
H 2.558480 1.438373 -0.501959 -0.2 0.1 0.0
H 1.462723 1.028988 -1.827169 0.0 0.2 0.2
H 1.422839 4.215845 -2.020493 -0.3 0.1 0.0
H -0.298809 3.729013 -2.145877 0.1 0.1 0.0
H 0.240263 4.712540 -0.769655 0.1 -0.1 -0.2
H 0.054196 -2.209985 -3.058898 0.0 0.3 0.1
H -0.562512 -0.528671 -3.287896 0.3 -0.3 0.0
H 0.830832 -0.829101 -2.206352 -0.4 -0.2 -0.1
H -2.026758 -3.427751 -2.430763 -0.3 0.2 0.0
H -3.295342 -2.831760 -1.286022 0.2 0.0 -0.3
H -3.004169 -1.958642 -2.825674 0.0 -0.3 0.1
H -3.448638 1.328657 -0.452968 -1.5 -1.6 1.1
C -2.186633 -1.104656 2.689395 0.0 0.1 0.0
H -2.222034 -0.519475 3.624515 -0.2 -0.3 0.1
H -3.186446 -1.523141 2.497275 0.0 0.0 0.2
H -1.502485 -1.948804 2.856534 -0.1 0.1 0.0
```
Positions in Å, forces in eV/Å.

The value obtained for the relative energy (zero: lowest compared OMol25 entry of this formula, charge and spin) is 0.0 kcal per mole. Its HOMO energy (spin up / spin down) is -6.41 / -6.56 eV. The HOMO-LUMO gap (spin up / spin down) is 6.52 / 6.60 eV. The expectation value of S² is 15.76. The multiplicity is 8.

***

This record from the OMol25 dataset describes C14H26IN3O3 as an isolated structure. The level of theory is the ωB97M-V functional and the def2-TZVPD basis.

Structure (XYZ):
```
47
Properties=species:S:1:pos:R:3:forces:R:3
C 1.804489 1.583325 1.424646 0.1 -0.2 -0.5
C 1.668722 2.643462 0.321341 -0.1 0.3 0.7
N 0.327620 2.710839 -0.273217 -0.4 0.1 -0.3
C -0.002013 1.535491 -1.070986 0.3 -0.5 -0.1
C -1.453204 1.064230 -0.997847 0.4 0.0 -0.1
C -2.136755 0.972035 0.380697 -0.5 0.1 -0.1
C -3.295317 0.092538 0.142468 0.0 0.2 0.2
N -4.216482 -0.542692 -0.105614 0.0 -0.2 0.0
C -2.638461 2.345862 0.957544 -0.2 -0.3 0.0
I -1.532006 2.978138 2.689663 0.1 0.1 -0.1
C -4.018442 2.324551 1.436303 0.0 -0.2 -0.1
N -5.094132 2.281154 1.833421 -0.1 0.1 0.0
C 0.161851 3.933097 -0.990951 0.3 0.2 -0.5
C -0.238072 5.150497 -0.194928 0.8 0.1 -0.2
O 0.314896 4.012715 -2.191418 -0.4 -0.2 0.4
H 2.402539 0.744720 1.068684 0.0 0.0 0.1
H 2.286328 2.009372 2.301404 0.0 -0.1 0.1
H 0.838077 1.172486 1.700602 -0.1 0.1 0.1
H 2.422837 2.481100 -0.455490 0.0 0.1 -0.1
H 1.865212 3.623500 0.762733 0.0 0.0 -0.1
H 0.628131 0.705497 -0.749899 0.0 0.1 0.2
H 0.230808 1.689663 -2.127707 0.1 0.1 0.0
H -1.436061 0.044267 -1.386618 0.0 0.0 -0.1
H -2.077948 1.636397 -1.687133 -0.2 0.1 0.2
H -1.516217 0.473766 1.125746 0.2 0.1 -0.1
H -2.596304 3.102829 0.177232 0.4 0.1 0.1
H 0.227862 6.008453 -0.678369 -0.1 0.1 0.0
H 0.095413 5.111103 0.837895 -0.3 -0.1 0.1
H -1.316836 5.280880 -0.266343 -0.1 -0.1 0.2
C -0.007228 -2.891570 2.152891 0.0 0.1 0.0
C -0.373946 -2.400575 0.766489 0.0 -0.1 0.1
O 0.636351 -1.555047 0.221221 -0.1 0.1 0.0
H 0.148299 -2.045913 2.825633 -0.1 0.0 0.0
H -0.793479 -3.525559 2.564743 0.0 0.0 0.0
H 0.918017 -3.466798 2.120406 0.0 -0.1 0.0
H -1.295497 -1.818772 0.813699 0.0 0.1 -0.1
H -0.542718 -3.242304 0.092824 -0.1 -0.1 0.0
H 1.431057 -2.098784 0.170553 0.0 -0.1 -0.1
C 2.234006 -5.568121 -2.335984 0.0 0.0 0.1
C 1.652244 -4.332696 -1.678146 0.2 -0.1 0.0
O 1.717629 -4.410049 -0.248948 0.1 0.2 -0.1
H 1.707738 -6.461021 -1.998417 0.0 0.0 0.0
H 2.156328 -5.504866 -3.421648 0.0 0.0 0.0
H 3.288026 -5.686372 -2.073947 0.0 0.0 -0.1
H 0.597754 -4.225166 -1.926584 0.0 0.0 0.1
H 2.173435 -3.433184 -2.021524 -0.1 0.0 -0.1
H 2.645471 -4.502483 -0.007125 0.0 -0.1 0.0
```
Positions in Å, forces in eV/Å.

Its HOMO energy is -9.33 eV. The HOMO-LUMO gap is 9.03 eV. The multiplicity is 1.